Formula: C3H2ClNO2
Source: OMol25
Level of theory: ωB97M-V/def2-TZVPD

Calculated total energy: -21247.901 eV
Gap between HOMO and LUMO: 10.2 eV
SMILES string: Oc1conc1Cl
Spin multiplicity: 1
Energy above the lowest of the compared OMol25 structures with the same formula, charge and spin: 2.864 eV

Last column: natural (NBO) charge in e.
Positions of all 9 atoms, in Å:
C  -1.07939  0.36054  0.06201  -0.003
C  -0.04597  -0.38409  -0.28658  0.182
C  1.07965  0.20126  0.65555  -0.003
N  0.49510  1.09106  1.38853  -0.111
O  -0.73699  1.24939  1.02630  -0.245
O  0.12808  -1.39904  -1.20550  -0.656
Cl  2.63998  -0.19365  0.71001  0.129
H  -2.08601  0.12285  -0.34309  0.219
H  -0.39445  -1.04831  -2.00723  0.490


Formula: C3H5FO2
Source: OMol25
Level of theory: ωB97M-V/def2-TZVPD

Calculated total energy: -9996.650 eV
Gap between HOMO and LUMO: 9.1 eV
Spin multiplicity: 1
Energy above the lowest of the compared OMol25 structures with the same formula, charge and spin: 7.813 eV

Last column: natural (NBO) charge in e.
Positions of all 11 atoms, in Å:
C  -0.84773  -0.70161  -0.88698  0.614
C  -0.45398  -1.57366  0.15064  -0.510
C  0.48255  -0.56862  -0.23950  -0.539
O  -1.52185  -0.15830  -1.79898  -0.510
O  -0.00341  2.36412  0.75393  -0.298
F  1.13504  2.26087  1.56114  -0.157
H  -0.99803  -1.28959  1.12873  0.241
H  -0.27138  -2.55449  0.33245  0.242
H  0.40958  2.93150  -0.29819  0.462
H  0.89283  0.29545  0.20251  0.242
H  1.17638  -1.00566  -0.90576  0.214


Formula: CHCl2NO
Source: OMol25
Level of theory: ωB97M-V/def2-TZVPD

Calculated total energy: -29632.383 eV
Gap between HOMO and LUMO: 8.7 eV
SMILES string: O=NC(Cl)Cl
Spin multiplicity: 1
Energy above the lowest of the compared OMol25 structures with the same formula, charge and spin: 0.936 eV

Last column: natural (NBO) charge in e.
Positions of all 6 atoms, in Å:
C  -0.66036  -0.04044  -0.18456  -0.132
N  0.24473  0.32784  -1.30622  0.133
O  0.11122  0.00134  -2.46319  -0.208
Cl  -1.61108  -1.53133  -0.01062  0.011
Cl  -1.78840  1.41272  -0.24120  -0.027
H  -0.21706  0.23952  0.70732  0.223


Formula: C25H26BCl48FN3O7
Source: OMol25
Level of theory: ωB97M-V/def2-TZVPD

Charge: +1
Calculated total energy: -649605.442 eV
Gap between HOMO and LUMO: 7.7 eV
Spin multiplicity: 1

Last column: Mulliken charge in e.
Positions of all 111 atoms, in Å:
C  1.12909  0.24733  -5.52051  -0.748
C  0.69880  1.17784  -4.30820  0.737
O  1.12891  2.36405  -4.32449  -0.533
O  -0.13752  0.80003  -3.22590  -0.236
C  0.14038  1.63842  -2.05073  0.071
C  -0.57248  0.98307  -0.74772  -0.819
C  0.16534  1.34669  0.62653  -0.053
N  0.67897  0.16478  1.38447  1.047
C  -0.35026  -0.84018  1.72082  0.137
C  1.57223  0.51263  2.46958  -1.699
N  1.09019  0.78645  3.82034  1.211
F  -0.14629  1.37158  3.82221  -0.088
B  1.20057  -0.36779  4.78996  0.124
O  0.49711  -1.63072  4.67471  -0.507
O  2.04760  -0.23768  5.96723  -0.728
N  2.86674  0.66057  2.16437  1.132
C  3.89010  1.09973  3.19174  -1.125
C  3.65270  2.65633  3.58590  1.210
C  5.04827  3.45076  3.76562  -0.827
O  4.96357  4.81420  3.24367  -0.471
C  3.45539  0.44183  0.81431  -0.963
C  4.14374  1.79568  0.22189  0.592
C  3.82678  2.01552  -1.33125  0.283
O  4.18243  1.26487  -2.25125  -0.563
O  3.11303  3.20054  -1.68542  -0.165
H  0.44944  -0.64634  -5.70678  0.106
H  2.19646  -0.15135  -5.44223  0.237
H  1.09011  0.89411  -6.46866  0.300
H  -0.23196  2.69917  -2.20534  0.285
H  1.25794  1.54648  -1.86543  -0.292
H  -0.55207  -0.14978  -0.94979  0.242
H  -1.66195  1.29774  -0.65767  0.232
H  -0.55604  1.97716  1.24697  0.354
H  1.09185  1.97586  0.33943  0.173
H  -0.98555  -1.21325  0.85969  -0.110
H  -1.07521  -0.53444  2.56398  0.298
H  0.19993  -1.75733  2.12965  -0.442
H  1.12582  -2.33456  4.37401  0.154
H  2.87161  -0.75378  5.82898  0.337
H  4.95270  1.06259  2.74811  0.729
H  3.91013  0.42193  4.10414  0.018
H  2.99752  3.19995  2.81257  0.149
H  3.11202  2.73579  4.59897  -0.536
H  5.92868  2.90092  3.27258  0.308
H  5.31164  3.53325  4.88356  0.334
H  4.75431  5.41932  3.98788  0.296
H  4.35170  -0.26352  0.98911  0.192
H  2.79547  -0.09246  0.06589  0.434
H  5.28968  1.68225  0.28620  0.406
H  3.89516  2.72353  0.83412  -0.307
H  3.49998  3.91461  -1.11683  0.142
C  -2.82507  -1.78386  -5.82597  0.324
Cl  -4.19883  -2.50610  -4.96204  -0.109
Cl  -3.41921  -0.88441  -7.23694  -0.098
Cl  -1.95578  -0.67973  -4.74032  0.004
Cl  -1.72066  -3.06893  -6.36265  -0.090
C  -2.29012  -4.25539  1.32144  0.264
Cl  -1.08646  -3.51343  2.40187  0.120
Cl  -2.89535  -3.03445  0.18073  -0.112
Cl  -1.53391  -5.58446  0.41922  -0.084
Cl  -3.64067  -4.88555  2.28468  -0.087
C  3.49187  -3.69074  1.82633  0.287
Cl  2.16223  -3.29505  0.71983  -0.044
Cl  5.02384  -3.09099  1.15895  -0.084
Cl  3.19168  -2.91663  3.40216  -0.067
Cl  3.58526  -5.44850  2.03552  -0.067
C  1.73634  -5.75631  -5.49671  0.202
Cl  1.43508  -7.40151  -6.09008  -0.046
Cl  0.33017  -4.73023  -5.85821  -0.007
Cl  2.00001  -5.79966  -3.73970  -0.054
Cl  3.17655  -5.09066  -6.29540  -0.109
C  -2.06195  -9.45639  -5.08111  0.245
Cl  -1.30397  -7.88048  -4.77020  -0.014
Cl  -1.80431  -10.52313  -3.68428  -0.102
Cl  -3.80415  -9.23443  -5.34373  -0.003
Cl  -1.33311  -10.18742  -6.52683  -0.108
C  -3.21847  1.72939  5.91940  0.142
Cl  -4.59647  0.96151  6.73324  -0.086
Cl  -3.79563  2.64143  4.50863  -0.105
Cl  -2.41669  2.83849  7.05300  0.024
Cl  -2.08177  0.46957  5.37860  -0.035
C  2.57738  6.99797  0.74146  0.307
Cl  1.21700  6.23894  1.59649  -0.096
Cl  1.96458  7.93956  -0.63057  -0.046
Cl  3.45201  8.06912  1.85424  -0.090
Cl  3.68113  5.73539  0.14807  -0.197
C  4.14048  11.33588  -2.18118  0.324
Cl  3.23812  12.84639  -1.94214  -0.087
Cl  4.22038  10.44483  -0.64627  -0.041
Cl  3.31655  10.34005  -3.40014  -0.101
Cl  5.78548  11.70971  -2.73529  -0.091
C  -4.17693  6.15655  8.06026  0.303
Cl  -3.36999  6.77632  6.60340  -0.082
Cl  -5.20462  4.77538  7.62467  -0.062
Cl  -2.95266  5.63555  9.23831  -0.087
Cl  -5.17706  7.43776  8.77378  -0.091
C  -7.76720  -9.81169  -6.13722  0.304
Cl  -7.01192  -8.23336  -5.82592  -0.091
Cl  -7.50762  -10.87737  -4.74002  -0.090
Cl  -9.50882  -9.59141  -6.40043  -0.046
Cl  -7.03722  -10.54161  -7.58223  -0.084
C  -11.93879  -7.56320  -9.01457  0.327
Cl  -12.09854  -9.22309  -9.62613  -0.087
Cl  -13.04191  -7.32920  -7.64214  -0.092
Cl  -10.26687  -7.28774  -8.48283  -0.050
Cl  -12.34768  -6.41421  -10.30579  -0.102
C  1.47200  4.13745  7.39850  0.204
Cl  0.50522  5.61588  7.57129  -0.054
Cl  1.48871  3.25687  8.93919  -0.096
Cl  0.75672  3.10883  6.13754  0.049
Cl  3.13685  4.56810  6.94529  -0.119


Formula: C28H26Cl2O4
Source: OMol25
Level of theory: ωB97M-V/def2-TZVPD

Calculated total energy: -62691.279 eV
Gap between HOMO and LUMO: 8.0 eV
SMILES string: CCOC(=O)C(C(=O)OCC)(c1ccccc1)[C@H](/C=C/c1ccc(Cl)cc1)c1ccc(Cl)cc1
Spin multiplicity: 1
Energy above the lowest of the compared OMol25 structures with the same formula, charge and spin: 1.199 eV

Last column: natural (NBO) charge in e.
Positions of all 60 atoms, in Å:
Cl  -7.56043  3.55007  0.85176  0.027
C  -6.05528  2.76409  0.93572  -0.046
C  -5.99928  1.35851  0.99283  -0.233
C  -4.76288  0.71996  1.00891  -0.168
C  -3.53387  1.44202  0.94830  -0.106
C  -2.26641  0.75541  0.86687  -0.119
C  -1.02053  1.28714  0.66293  -0.205
C  0.24748  0.57314  0.75192  -0.192
C  1.44782  1.40391  1.11066  -0.068
C  2.43331  0.94832  1.98737  -0.175
C  3.54488  1.69011  2.25218  -0.228
C  3.74991  2.93841  1.64393  -0.060
Cl  5.22257  3.75717  1.80321  0.039
C  2.70812  3.46431  0.87314  -0.250
C  1.56800  2.71210  0.61464  -0.122
C  -3.62749  2.85917  0.91117  -0.119
C  -4.86698  3.50969  0.89203  -0.248
H  -6.92034  0.79648  1.03913  0.227
H  -4.72102  -0.36315  1.06432  0.216
H  -2.29493  -0.33750  1.05128  0.206
H  -0.96370  2.37648  0.59274  0.198
H  0.17457  -0.40177  1.26268  0.227
H  2.25961  -0.00181  2.54348  0.217
H  4.36202  1.27857  2.88170  0.227
H  2.84809  4.44853  0.40309  0.227
H  0.76996  3.16341  0.01474  0.216
H  -2.72170  3.45451  0.90548  0.204
H  -4.93204  4.59088  0.86577  0.226
C  -1.00775  -5.12469  -0.53438  -0.636
C  -1.41717  -3.73385  -0.96358  -0.069
O  -0.21789  -2.86293  -0.75193  -0.499
C  -0.44038  -1.57168  -0.77322  0.807
C  0.70078  -0.54813  -0.56001  -0.248
C  2.04120  -1.22867  -0.10969  0.818
O  3.20065  -0.79533  -0.30402  -0.624
O  1.95923  -2.35742  0.57562  -0.511
C  3.21680  -2.92104  1.07226  -0.066
C  2.89370  -4.32561  1.49733  -0.627
C  0.93420  0.21233  -1.80509  0.013
C  2.07169  1.04257  -1.89649  -0.210
C  2.19322  2.05678  -2.84823  -0.228
C  1.21393  2.17531  -3.84948  -0.200
C  0.14844  1.27045  -3.86452  -0.228
C  0.01145  0.30859  -2.86365  -0.213
O  -1.58569  -1.18530  -1.05834  -0.631
H  -1.85724  -5.82664  -0.54440  0.222
H  -0.25985  -5.57591  -1.20753  0.216
H  -0.63553  -5.14857  0.50449  0.219
H  -1.70905  -3.71782  -2.03855  0.203
H  -2.22140  -3.34805  -0.30241  0.204
H  3.97132  -2.92046  0.27299  0.211
H  3.52358  -2.26995  1.89941  0.189
H  3.77330  -4.77461  1.93871  0.218
H  2.07966  -4.36990  2.23001  0.213
H  2.62647  -4.93670  0.63076  0.216
H  2.87817  0.91904  -1.19252  0.254
H  3.00928  2.77139  -2.75862  0.215
H  1.28926  2.99131  -4.58529  0.210
H  -0.59711  1.36209  -4.64906  0.213
H  -0.87674  -0.30483  -2.89261  0.233


Copy entry 3 word for word.
Formula: CHCl2NO
Source: OMol25
Level of theory: ωB97M-V/def2-TZVPD

Calculated total energy: -29632.383 eV
Gap between HOMO and LUMO: 8.7 eV
SMILES string: O=NC(Cl)Cl
Spin multiplicity: 1
Energy above the lowest of the compared OMol25 structures with the same formula, charge and spin: 0.936 eV

Last column: natural (NBO) charge in e.
Positions of all 6 atoms, in Å:
C  -0.66036  -0.04044  -0.18456  -0.132
N  0.24473  0.32784  -1.30622  0.133
O  0.11122  0.00134  -2.46319  -0.208
Cl  -1.61108  -1.53133  -0.01062  0.011
Cl  -1.78840  1.41272  -0.24120  -0.027
H  -0.21706  0.23952  0.70732  0.223


Q: What is the gap between HOMO and LUMO in the fourth record?
A: 7.7 eV